(1)
2 unconnected molecules or ions with the total composition C3H12N2O in a non-equilibrium geometry. Source: OMol25; level of theory: ωB97M-V/def2-TZVPD.

Output
E_tot (eV): -8331.666
Structure (SMILES): NCCCN.O
Strongest force on any atom (eV/A): 4.3
HOMO-LUMO gap (eV): 10.161
Net charge: 0

Each atom is followed by the atoms it is bonded to, with distances in Å.
Positions of all 18 atoms, in Å:
1 O 1.901 -6.454 1.667  H7 1.000, H12 1.036
2 N -0.766 1.482 -2.322  C5 1.419, H11 1.052, H18 1.017
3 N 1.114 0.987 0.336  C6 1.578, H10 1.000, H16 1.045
4 C -1.066 2.276 0.120  C5 1.554, C6 1.564, H13 1.163, H15 1.063
5 C -1.516 1.452 -1.118  N2 1.419, C4 1.554, H8 1.159, H14 1.115
6 C -0.178 1.454 1.112  N3 1.578, C4 1.564, H9 1.090, H17 1.043
7 H 1.781 -5.961 2.529  O1 1.000
8 H -2.591 1.752 -1.430  C5 1.159
9 H -0.003 2.087 1.983  C6 1.090
10 H 1.629 1.835 0.210  N3 1.000
11 H 0.238 1.167 -2.276  N2 1.052
12 H 2.845 -6.084 1.451  O1 1.036
13 H -0.444 3.215 -0.168  C4 1.163
14 H -1.635 0.365 -0.900  C5 1.115
15 H -1.895 2.668 0.658  C4 1.063
16 H 0.751 0.745 -0.614  N3 1.045
17 H -0.808 0.702 1.465  C6 1.043
18 H -0.951 0.766 -3.021  N2 1.017

---

(2)
3 unconnected molecules or ions with the total composition C3H12N2O2 in a non-equilibrium geometry. Source: OMol25; level of theory: ωB97M-V/def2-TZVPD.

Output
E_tot (eV): -10379.518
Spin multiplicity: 2
Strongest force on any atom (eV/A): 1.0
Expectation value of S²: 0.75
HOMO-LUMO gap (spin up / spin down) (eV): 2.889 / 9.757
Net charge: -1

Each atom is followed by the atoms it is bonded to, with distances in Å.
Positions of all 19 atoms, in Å:
1 O 1.022 1.981 -0.449  H9 0.970, H15 0.980
2 O 3.741 1.196 0.878  H16 0.972, H19 0.967
3 N -1.474 0.707 1.718  C7 1.412, H8 1.015, H12 1.017
4 N -0.967 -1.332 0.572  C5 1.460, C7 1.253
5 C -0.597 -0.710 -0.696  N4 1.460, C6 1.518, H17 1.086, H18 1.095
6 C -1.044 -1.648 -1.803  C5 1.518, H10 1.086, H11 1.097, H13 1.088
7 C -1.423 -0.694 1.549  N3 1.412, N4 1.253, H14 1.097
8 H -1.474 1.179 0.818  N3 1.015
9 H 1.636 2.426 0.157  O1 0.970
10 H -0.765 -1.303 -2.795  C6 1.086
11 H -0.533 -2.610 -1.672  C6 1.097
12 H -2.338 1.010 2.160  N3 1.017
13 H -2.105 -1.875 -1.728  C6 1.088
14 H -1.721 -1.274 2.431  C7 1.097
15 H 1.564 1.972 -1.264  O1 0.980
16 H 3.686 0.689 0.050  O2 0.972
17 H -1.044 0.277 -0.762  C5 1.086
18 H 0.494 -0.624 -0.718  C5 1.095
19 H 3.342 0.634 1.555  O2 0.967

---

(3)
3 unconnected molecules or ions with the total composition C3H12N2O2 in a non-equilibrium geometry. Source: OMol25; level of theory: ωB97M-V/def2-TZVPD.

Output
E_tot (eV): -10379.661
Structure (SMILES): CC/N=C\N.O.O
Strongest force on any atom (eV/A): 3.6
HOMO-LUMO gap (eV): 9.764
Net charge: 0

Each atom is followed by the atoms it is bonded to, with distances in Å.
Positions of all 19 atoms, in Å:
1 O -3.032 -3.415 0.550  H11 0.993, H12 1.022
2 O 1.838 2.802 -1.513  H8 1.014, H16 0.939
3 N 0.908 -1.858 0.173  C6 1.404, H17 1.054, H18 1.027
4 N 0.881 0.524 -0.042  C6 1.274, C7 1.520
5 C -0.981 2.063 0.519  C7 1.496, H9 1.110, H14 1.126, H15 1.161
6 C 1.272 -0.632 -0.406  N3 1.404, N4 1.274, H10 1.130
7 C -0.471 0.662 0.638  N4 1.520, C5 1.496, H13 1.128, H19 1.162
8 H 1.744 1.828 -1.245  O2 1.014
9 H -1.999 2.161 0.950  C5 1.110
10 H 2.301 -0.643 -0.872  C6 1.130
11 H -3.023 -2.806 -0.235  O1 0.993
12 H -2.871 -2.764 1.321  O1 1.022
13 H -0.361 0.372 1.723  C7 1.128
14 H -1.015 2.429 -0.545  C5 1.126
15 H -0.260 2.702 1.166  C5 1.161
16 H 2.735 2.987 -1.305  O2 0.939
17 H 1.711 -2.528 0.305  N3 1.054
18 H 0.200 -1.861 0.916  N3 1.027
19 H -1.055 -0.188 0.103  C7 1.162

---

(4)
3 unconnected molecules or ions with the total composition C3H12N2O2 in a non-equilibrium geometry. Source: OMol25; level of theory: ωB97M-V/def2-TZVPD.

Output
E_tot (eV): -10379.996
Structure (SMILES): CC/N=C\N.O.O
Strongest force on any atom (eV/A): 1.9
HOMO-LUMO gap (eV): 9.843
Net charge: 0

Each atom is followed by the atoms it is bonded to, with distances in Å.
Positions of all 19 atoms, in Å:
1 O 6.520 -1.748 0.594  H9 0.942, H19 0.981
2 O -3.410 -2.856 -2.446  H8 0.971, H15 0.972
3 N -2.375 0.792 1.763  C5 1.376, H10 0.997, H17 1.006
4 N -0.394 0.545 0.506  C5 1.263, C6 1.444
5 C -1.128 0.276 1.498  N3 1.376, N4 1.263, H18 1.087
6 C -0.581 1.664 -0.387  N4 1.444, C7 1.526, H11 1.095, H12 1.105
7 C 0.693 2.114 -1.097  C6 1.526, H13 1.085, H14 1.091, H16 1.089
8 H -2.577 -2.989 -2.927  O2 0.971
9 H 6.673 -2.141 1.437  O1 0.942
10 H -2.860 0.535 2.595  N3 0.997
11 H -1.358 1.346 -1.090  C6 1.095
12 H -1.170 2.474 0.081  C6 1.105
13 H 0.596 2.165 -2.177  C7 1.085
14 H 1.523 1.473 -0.797  C7 1.091
15 H -3.244 -2.257 -1.698  O2 0.972
16 H 1.042 3.044 -0.651  C7 1.089
17 H -2.518 1.760 1.524  N3 1.006
18 H -0.841 -0.567 2.122  C5 1.087
19 H 5.549 -1.853 0.496  O1 0.981

---

(5)
2 unconnected molecules or ions with the total composition C3H12N2O2 in a non-equilibrium geometry. Source: OMol25; level of theory: ωB97M-V/def2-TZVPD.

Output
E_tot (eV): -10379.596
Structure (SMILES): NCCNCO.O
Strongest force on any atom (eV/A): 2.5
HOMO-LUMO gap (eV): 9.770
Net charge: 0

Each atom is followed by the atoms it is bonded to, with distances in Å.
Positions of all 19 atoms, in Å:
1 O 5.354 -0.762 2.392  H14 0.958, H19 0.951
2 O -0.024 2.783 -0.718  C5 1.381, H16 0.945
3 N -0.979 0.694 -0.397  C5 1.468, C6 1.490, H8 1.024
4 N -3.002 -1.587 0.207  C7 1.471, H11 1.015, H12 1.007
5 C 0.268 1.436 -0.621  O2 1.381, N3 1.468, H15 1.115, H17 1.105
6 C -0.785 -0.781 -0.460  N3 1.490, C7 1.497, H10 1.092, H13 1.101
7 C -2.008 -1.538 -0.876  N4 1.471, C6 1.497, H9 1.090, H18 1.104
8 H -1.584 0.967 -1.177  N3 1.024
9 H -1.869 -2.484 -1.400  C7 1.090
10 H -0.433 -0.959 0.558  C6 1.092
11 H -2.820 -2.433 0.736  N4 1.015
12 H -2.894 -0.821 0.852  N4 1.007
13 H 0.093 -0.981 -1.095  C6 1.101
14 H 5.867 -1.131 3.112  O1 0.958
15 H 0.771 1.153 0.333  C5 1.115
16 H 0.576 3.221 -1.302  O2 0.945
17 H 0.791 1.051 -1.515  C5 1.105
18 H -2.406 -0.905 -1.689  C7 1.104
19 H 4.655 -1.407 2.362  O1 0.951

---

(6)
3 unconnected molecules or ions with the total composition C3H12N2O2 in a non-equilibrium geometry. Source: OMol25; level of theory: ωB97M-V/def2-TZVPD.

Output
E_tot (eV): -10378.763
Structure (SMILES): CC/N=C\N.O.O
Strongest force on any atom (eV/A): 4.8
HOMO-LUMO gap (eV): 9.953
Net charge: 0

Each atom is followed by the atoms it is bonded to, with distances in Å.
Positions of all 19 atoms, in Å:
1 O 1.106 4.666 -4.454  H17 0.953, H18 1.013
2 O -1.409 -3.320 0.081  H8 0.988, H11 1.007
3 N 0.052 -0.810 0.028  C5 1.264, C7 1.443
4 N -1.265 1.236 -0.194  C5 1.463, H16 1.040, H19 0.980
5 C -0.283 0.232 -0.604  N3 1.264, N4 1.463, H10 1.128
6 C 0.966 -1.962 2.081  C7 1.561, H12 1.225, H13 1.127, H14 1.068
7 C 0.092 -0.821 1.471  N3 1.443, C6 1.561, H9 1.105, H15 1.188
8 H -1.457 -2.371 0.352  O2 0.988
9 H 0.638 0.119 1.668  C7 1.105
10 H 0.120 0.517 -1.618  C5 1.128
11 H -2.028 -3.779 0.729  O2 1.007
12 H 1.431 -2.550 1.113  C6 1.225
13 H 1.898 -1.517 2.532  C6 1.127
14 H 0.594 -2.627 2.829  C6 1.068
15 H -0.830 -0.818 2.220  C7 1.188
16 H -1.455 1.394 0.816  N4 1.040
17 H 0.843 5.559 -4.656  O1 0.953
18 H 1.861 4.812 -3.794  O1 1.013
19 H -0.875 2.040 -0.596  N4 0.980

---

Please write out number 3 again, unchanged.
3 unconnected molecules or ions with the total composition C3H12N2O2 in a non-equilibrium geometry. Source: OMol25; level of theory: ωB97M-V/def2-TZVPD.

Output
E_tot (eV): -10379.661
Structure (SMILES): CC/N=C\N.O.O
Strongest force on any atom (eV/A): 3.6
HOMO-LUMO gap (eV): 9.764
Net charge: 0

Each atom is followed by the atoms it is bonded to, with distances in Å.
Positions of all 19 atoms, in Å:
1 O -3.032 -3.415 0.550  H11 0.993, H12 1.022
2 O 1.838 2.802 -1.513  H8 1.014, H16 0.939
3 N 0.908 -1.858 0.173  C6 1.404, H17 1.054, H18 1.027
4 N 0.881 0.524 -0.042  C6 1.274, C7 1.520
5 C -0.981 2.063 0.519  C7 1.496, H9 1.110, H14 1.126, H15 1.161
6 C 1.272 -0.632 -0.406  N3 1.404, N4 1.274, H10 1.130
7 C -0.471 0.662 0.638  N4 1.520, C5 1.496, H13 1.128, H19 1.162
8 H 1.744 1.828 -1.245  O2 1.014
9 H -1.999 2.161 0.950  C5 1.110
10 H 2.301 -0.643 -0.872  C6 1.130
11 H -3.023 -2.806 -0.235  O1 0.993
12 H -2.871 -2.764 1.321  O1 1.022
13 H -0.361 0.372 1.723  C7 1.128
14 H -1.015 2.429 -0.545  C5 1.126
15 H -0.260 2.702 1.166  C5 1.161
16 H 2.735 2.987 -1.305  O2 0.939
17 H 1.711 -2.528 0.305  N3 1.054
18 H 0.200 -1.861 0.916  N3 1.027
19 H -1.055 -0.188 0.103  C7 1.162

---

> Which formula does entry 1 have?

C3H12N2O

---

> Look up the strongest force on any atom of the sixth one.

4.8 eV/A

---

> Number 1 is which compound?

C3H12N2O